(1)
Density functional theory data (the ωB97M-V functional and the def2-TZVPD basis) for a structure of composition C49H44IrN6O3Sb.

The total charge is +2. The multiplicity is 5. As for the maximum force: 1.9 eV Å⁻¹. The orbital gap (spin up / spin down) is 4.77 / 5.64 eV. The expectation value of S² is 6.06. The calculation puts the HOMO energy (spin up / spin down) at -10.84 / -13.43 eV. The total energy is -2791.88160 hartree.

XYZ file:
```
104
C49H44IrN6O3Sb the ωB97M-V functional and the def2-TZVPD basis
Ir 0.0073 -0.1803 -0.3934
C 4.1911 0.7902 -0.0564
C 2.8529 0.8682 -0.4012
N 2.0231 -0.1436 -0.1533
C 2.5313 -1.2779 0.4263
C 3.8858 -1.2966 0.7925
N 4.6808 -0.2868 0.5537
C 1.5813 -2.3556 0.5848
C 1.8543 -3.6712 0.9028
C 0.8373 -4.6430 0.8754
C -0.4567 -4.2109 0.5389
C -0.7020 -2.8788 0.2571
N 0.3073 -1.9666 0.3072
C -1.9413 -2.2990 -0.1985
C -3.1843 -2.9468 -0.2748
N -4.2331 -2.3777 -0.8057
C -4.1182 -1.1374 -1.2789
C -2.9323 -0.4369 -1.1645
N -1.8494 -0.9941 -0.6201
C 1.1413 -6.0591 1.1153
C 0.1542 -7.0493 1.0265
C 0.4930 -8.3736 1.2510
N 1.7199 -8.7286 1.5473
C 2.6783 -7.8384 1.6344
C 2.4377 -6.4913 1.4263
H 4.8797 1.5968 -0.2608
H 2.4445 1.7464 -0.8831
H 4.3208 -2.1475 1.2981
H 2.8710 -3.9467 1.1198
H -1.2712 -4.9079 0.4469
H -3.3149 -3.9497 0.1052
H -4.9865 -0.7102 -1.7546
H -2.8376 0.5733 -1.5358
H -0.8699 -6.8225 0.7893
H -0.2414 -9.1642 1.1964
H 3.6633 -8.2061 1.8820
H 3.2685 -5.8143 1.5150
C -3.9007 -0.4746 2.3255
C -4.7794 0.5596 1.6917
C -6.1535 0.3401 1.6338
C -7.0085 1.3019 1.1312
C -6.5096 2.5211 0.7054
C -5.1464 2.7595 0.7533
C -4.2968 1.7748 1.2248
Sb -2.1412 2.1918 1.3696
C -2.1224 2.5492 3.5305
C -1.5359 1.5826 4.3326
C -1.4998 1.7290 5.7078
C -2.0304 2.8711 6.2803
C -2.6472 3.8146 5.4802
C -2.7373 3.6645 4.0967
C -3.5423 4.6522 3.3146
C -1.6604 4.1327 0.4941
C -0.8827 4.9606 1.2920
C -0.6193 6.2564 0.8864
C -1.1309 6.7103 -0.3198
C -1.8639 5.8602 -1.1268
C -2.1187 4.5423 -0.7532
C -2.8069 3.6170 -1.7050
H -4.2989 -1.4750 2.1635
H -3.8648 -0.3030 3.4037
H -2.8760 -0.4333 1.9442
H -6.5506 -0.5946 1.9995
H -8.0672 1.1041 1.0828
H -7.1731 3.2865 0.3349
H -4.7647 3.7217 0.4460
H -1.1172 0.6930 3.8863
H -1.0499 0.9637 6.3222
H -1.9810 3.0212 7.3478
H -3.0772 4.6969 5.9308
H -3.6671 5.5782 3.8695
H -4.5341 4.2349 3.1347
H -3.0919 4.8862 2.3540
H -0.5173 4.6117 2.2512
H -0.0313 6.9101 1.5107
H -0.9499 7.7255 -0.6382
H -2.2462 6.2205 -2.0710
H -3.2287 4.1671 -2.5415
H -3.6015 3.0456 -1.2279
H -2.0695 2.9177 -2.0938
C 1.8107 2.4206 2.3913
C 1.1321 1.0975 2.5688
O 0.1818 0.7748 1.8252
C 1.5671 0.2277 3.6554
C 1.1529 -1.1117 3.6759
C 1.5245 -1.9475 4.7076
C 2.2843 -1.4547 5.7608
C 2.6830 -0.1261 5.7627
C 2.3440 0.7076 4.7172
H 1.5216 2.8595 1.4390
H 2.8930 2.3248 2.4423
H 1.4962 3.0918 3.1910
H 0.5347 -1.4767 2.8686
H 1.2191 -2.9831 4.7045
H 2.5474 -2.0973 6.5868
H 3.2614 0.2607 6.5856
H 2.6492 1.7404 4.7508
C 0.0504 2.1805 -3.7196
C -0.0132 1.2342 -2.5611
O 0.1717 0.0133 -2.7201
O -0.2634 1.6668 -1.3836
H -0.8153 2.0159 -4.3594
H 0.9357 1.9566 -4.3101
H 0.0734 3.2130 -3.3837
```

Atomic partial charges in e from the Löwdin method, atoms 1 to 8:
1 Ir 1.5755
2 C -0.0820
3 C -0.0864
4 N -0.0576
5 C -0.1600
6 C -0.0391
7 N 0.1142
8 C -0.2139



(2)
Density functional theory data (the ωB97M-V functional and the def2-TZVPD basis) for the molecule BrClH4Si2.

As for the maximum force: 1.1 eV Å⁻¹. The orbital gap is 10.71 eV. As for the energy above the lowest of the compared OMol25 structures with the same formula, charge and spin: 7.6 kcal/mol. The calculation puts the HOMO energy at -10.17 eV. The total energy is -3615.64122 hartree. Its SMILES is [SiH3][Si@H](Cl)Br.

XYZ file:
```
8
BrClH4Si2 the ωB97M-V functional and the def2-TZVPD basis
Si -0.3897 0.0907 -0.4414
Si 1.7404 0.4718 0.3366
Cl 2.2946 2.3831 -0.3152
Br 3.4552 -0.8808 0.0427
H -1.0198 0.3691 0.8759
H -0.5297 1.2703 -1.3197
H -0.7326 -1.3211 -0.9441
H 1.7754 0.5234 1.7630
```

Partial charges, Löwdin, in e:
1 Si 0.4539
2 Si -0.4427
3 Cl 0.1550
4 Br 0.2528
5 H -0.1068
6 H -0.1121
7 H -0.0854
8 H -0.1146



(3)
Density functional theory data (the ωB97M-V functional and the def2-TZVPD basis) for a structure of composition C22H32BrN2O4Re.

The total charge is +4. As for the maximum force: 2.8 eV Å⁻¹. The orbital gap (spin up / spin down) is 5.43 / 5.43 eV. As for the energy above the lowest of the compared OMol25 structures with the same formula, charge and spin: 26.6 kcal/mol. The calculation puts the HOMO energy (spin up / spin down) at -20.33 / -20.32 eV. The total energy is -3918.65331 hartree.

XYZ file:
```
62
C22H32BrN2O4Re the ωB97M-V functional and the def2-TZVPD basis
Re -0.2252 -0.5422 -0.3046
C 1.3213 -2.1548 -2.6518
O 0.3340 -2.2264 -1.5860
C 0.1772 -3.5244 -0.9758
C 0.5438 -3.4179 0.4967
O -0.0875 -2.2681 1.1391
C -1.3381 -2.5125 1.8237
C -2.4434 -2.6057 0.7950
O -2.3251 -1.4566 -0.0868
C -3.5308 -0.6400 -0.1236
H 2.2513 -2.6324 -2.3440
H 0.9428 -2.6460 -3.5475
H 1.5136 -1.1070 -2.8698
H -0.8503 -3.8541 -1.1229
H 0.8269 -4.2596 -1.4508
H 0.2660 -4.3367 1.0137
H 1.6180 -3.2672 0.6049
H -1.2827 -3.4249 2.4182
H -1.4868 -1.6639 2.4910
H -2.3649 -3.5152 0.2027
H -3.4148 -2.6091 1.2877
H -3.8467 -0.3845 0.8885
H -3.3195 0.2646 -0.6875
H -4.3204 -1.2044 -0.6179
C 2.7935 -0.6249 2.3562
N 3.3221 0.2798 1.3303
C 4.5554 0.9950 1.6894
C 2.7974 0.3957 0.1479
C 3.4295 1.2713 -0.8819
O 1.7511 -0.3092 -0.2184
H 3.4905 -1.4528 2.4964
H 1.8169 -1.0061 2.0793
H 2.7194 -0.0949 3.3042
H 4.7038 0.9238 2.7623
H 4.5083 2.0468 1.4126
H 5.4280 0.5600 1.1984
H 4.4915 1.0427 -0.9866
H 3.3567 2.3212 -0.5851
H 2.9485 1.1439 -1.8476
Br -2.4242 2.1862 -6.0772
C -1.8305 1.4933 -4.4488
C -2.0097 0.1359 -4.1452
C -1.5490 -0.3415 -2.9467
N -0.9355 0.4487 -2.0219
C -0.7835 1.7682 -2.3128
C -1.2016 2.3108 -3.4987
H -2.4988 -0.5298 -4.8437
H -1.6860 -1.3875 -2.7078
H -0.3102 2.3887 -1.5634
H -1.0445 3.3619 -3.7016
C -0.6742 0.9033 0.8371
C -0.9635 1.9405 1.6427
C 0.0734 2.8992 1.9559
C -0.2131 3.9836 2.7300
C -1.5107 4.1735 3.2368
C -2.5332 3.2556 2.9528
C -2.2835 2.1606 2.1772
H 1.0648 2.7338 1.5536
H 0.5621 4.7019 2.9650
H -1.7232 5.0385 3.8545
H -3.5243 3.4172 3.3574
H -3.0725 1.4545 1.9552
```

Atomic partial charges in e from the Löwdin method, atoms 1 to 8:
1 Re 1.7525
2 C 0.0037
3 O -0.3702
4 C -0.1091
5 C -0.0746
6 O -0.2660
7 C -0.0915
8 C -0.1006



(4)
Density functional theory data (the ωB97M-V functional and the def2-TZVPD basis) for a structure of composition C46H43BiN7PS.

The total charge is +2. As for the maximum force: 0.7 eV Å⁻¹. The orbital gap is 7.35 eV. As for the energy above the lowest of the compared OMol25 structures with the same formula, charge and spin: 66.0 kcal/mol. The calculation puts the HOMO energy at -12.34 eV. The total energy is -3115.62595 hartree.

XYZ file:
```
99
C46H43BiN7PS the ωB97M-V functional and the def2-TZVPD basis
Bi 0.1576 -0.3060 0.1426
C 2.2216 -1.0258 -2.4591
C 3.0325 -2.0900 -1.7278
C 2.4627 -2.8700 -0.5628
C 3.0059 -4.1414 -0.3625
C 2.6354 -4.9037 0.7270
C 1.7461 -4.3545 1.6390
C 1.2366 -3.1014 1.3769
N 1.5567 -2.3784 0.2896
N 2.0207 0.2729 -1.7859
C 3.2618 0.9017 -1.2974
C 3.6643 0.6537 0.1325
C 4.9386 1.2340 0.5820
C 5.3090 1.1313 1.8564
C 4.4065 0.5234 2.8899
C 3.1240 -0.1138 2.2901
N 2.9005 -0.0174 0.8839
C 1.3958 1.2021 -2.7399
C 0.7228 2.3806 -2.0881
C 0.8125 3.6522 -2.6448
C 0.0966 4.6902 -2.0736
C -0.6813 4.4356 -0.9511
C -0.7181 3.1428 -0.4625
N -0.0362 2.1421 -1.0196
H 1.2336 -1.4310 -2.6955
H 2.7376 -0.8487 -3.4136
H 3.9787 -1.6645 -1.3768
H 3.2972 -2.8234 -2.4894
H 3.7362 -4.5193 -1.0652
H 3.0401 -5.8966 0.8687
H 1.4334 -4.8897 2.5242
H 0.5315 -2.6462 2.0611
H 3.1258 1.9883 -1.3400
H 4.1068 0.6715 -1.9626
H 5.5890 1.6868 -0.1560
H 6.2675 1.5035 2.1983
H 4.9782 -0.1388 3.5394
H 2.9507 -1.1507 2.5874
H 0.6341 0.6600 -3.2993
H 2.1337 1.5642 -3.4671
H 1.4195 3.8181 -3.5250
H 0.1394 5.6836 -2.4996
H -1.2604 5.2157 -0.4775
H -1.3314 2.8777 0.3922
C -1.5238 -1.4620 5.4347
N -0.2386 -0.8484 5.1440
C 0.7708 -0.6779 6.0593
C 1.7867 -0.0668 5.4262
N 1.3964 0.1621 4.1151
C 0.1393 -0.3463 3.9458
S -0.9378 -0.5186 2.6075
C 2.2196 0.8790 3.1202
C 3.5221 1.5535 3.6870
C 3.7125 2.9705 3.2463
C 2.8704 3.5644 2.4104
C 1.6589 2.8665 2.0040
N 1.3241 1.6857 2.3429
H -1.4235 -2.0867 6.3177
H -1.8435 -2.0612 4.5865
H -2.2782 -0.6969 5.6146
H 0.6886 -1.0069 7.0797
H 2.7529 0.1948 5.8101
H 3.6614 1.5159 4.7649
H 4.5853 3.4778 3.6390
H 3.0200 4.5802 2.0719
H 0.9337 3.4124 1.4060
C -7.4890 1.1322 -1.4252
C -6.8558 0.3518 -2.3849
C -5.4923 0.1253 -2.3102
C -4.7478 0.6763 -1.2645
C -5.3851 1.4697 -0.3149
C -6.7529 1.6920 -0.3938
P -2.9507 0.3554 -1.0933
C -2.5333 0.2632 -2.8892
C -2.0333 -0.8754 -3.5196
C -1.7431 -0.8580 -4.8805
C -1.9367 0.2970 -5.6216
C -2.4472 1.4331 -5.0031
C -2.7403 1.4164 -3.6496
C -2.8169 -1.4073 -0.6905
C -3.8945 -2.2845 -0.7622
C -3.7086 -3.6414 -0.5598
C -2.4456 -4.1220 -0.2744
C -1.3768 -3.2434 -0.1495
C -1.5280 -1.8704 -0.3421
H -8.5545 1.3066 -1.4903
H -7.4286 -0.0822 -3.1940
H -5.0067 -0.4764 -3.0675
H -4.8070 1.9161 0.4860
H -7.2459 2.3035 0.3504
H -1.8939 -1.7907 -2.9594
H -1.3762 -1.7569 -5.3606
H -1.7092 0.3078 -6.6794
H -2.6266 2.3289 -5.5839
H -3.1600 2.2989 -3.1775
H -4.8833 -1.9120 -0.9929
H -4.5464 -4.3215 -0.6384
H -2.2782 -5.1834 -0.1432
H -0.4163 -3.6601 0.1068
```

Atomic partial charges in e from the Löwdin method, atoms 1 to 8:
1 Bi 1.6769
2 C -0.1790
3 C -0.0990
4 C -0.2405
5 C 0.0046
6 C -0.0160
7 C -0.0308
8 C -0.1962



(5)
Density functional theory data (the ωB97M-V functional and the def2-TZVPD basis) for a structure of composition C41H40N3O3P2PtS.

The total charge is +1. The multiplicity is 3. As for the maximum force: 1.1 eV Å⁻¹. The orbital gap (spin up / spin down) is 5.95 / 7.66 eV. The expectation value of S² is 2.02. The calculation puts the HOMO energy (spin up / spin down) at -8.30 / -10.58 eV. The total energy is -3176.17211 hartree.

XYZ file:
```
91
C41H40N3O3P2PtS the ωB97M-V functional and the def2-TZVPD basis
Pt -1.0841 -0.2741 -0.1970
C 2.9191 -1.1915 -2.1113
N 1.8630 -1.3165 -1.0829
P 0.2131 -1.6081 -1.5246
C 0.3051 -3.4171 -2.0272
C 0.6960 -4.2994 -0.7932
C 1.7060 -5.3691 -1.0633
C 2.2917 -5.5221 -2.2479
C 2.0361 -4.5944 -3.3488
C 1.1564 -3.5981 -3.2478
C 0.0108 -0.6416 -3.0637
C 0.3640 0.7126 -3.0033
C 0.0523 1.5670 -4.0453
C -0.6366 1.0900 -5.1542
C -0.9825 -0.2488 -5.2272
C -0.6570 -1.1146 -4.1910
P 2.2719 -0.9274 0.4916
C 4.0406 -1.1190 0.5986
C 4.6200 -2.3313 0.2163
C 5.9857 -2.5066 0.3456
C 6.7735 -1.4784 0.8482
C 6.1981 -0.2702 1.2165
C 4.8302 -0.0866 1.0995
C 1.4700 -1.8891 1.7916
C 2.2362 -2.8665 2.4400
C 1.7151 -3.5556 3.5208
C 0.4415 -3.2660 3.9906
C -0.3158 -2.2869 3.3637
C 0.1909 -1.6055 2.2713
H 2.4570 -0.9126 -3.0554
H 3.4586 -2.1269 -2.2493
H 3.6246 -0.4072 -1.8410
H 0.9920 -3.7387 0.0971
H 1.9250 -6.0341 -0.2341
H 2.9946 -6.3278 -2.4186
H 2.6075 -4.7208 -4.2598
H 1.0259 -2.9113 -4.0733
H 0.8798 1.0919 -2.1285
H 0.3302 2.6110 -3.9865
H -0.9003 1.7594 -5.9623
H -1.5038 -0.6298 -6.0962
H -0.9300 -2.1576 -4.2732
H 3.9997 -3.1210 -0.1969
H 6.4392 -3.4443 0.0533
H 7.8416 -1.6189 0.9467
H 6.8176 0.5305 1.5970
H 4.3722 0.8498 1.3862
H 3.2408 -3.0870 2.1094
H 2.3152 -4.3108 4.0113
H 0.0430 -3.7952 4.8464
H -1.3089 -2.0530 3.7252
H -0.4303 -0.8643 1.7628
C -1.6634 3.4844 1.9968
C -1.1217 2.2435 1.3462
N -1.9206 1.3456 0.7764
O -3.2655 1.6409 0.8093
C 0.2699 2.0138 1.3211
C 1.2115 2.8784 2.1068
N 0.6894 1.0030 0.5449
O 2.0688 0.6204 0.7557
H -2.7471 3.4761 1.9675
H -1.3111 4.3724 1.4683
H -1.3360 3.5591 3.0338
H -3.6984 0.7727 0.9316
H 1.2329 3.8956 1.7087
H 2.2191 2.4754 2.0725
H 0.8999 2.9379 3.1498
O -4.1261 -0.9407 0.5214
S -3.4970 -1.0819 -0.8198
C -4.8303 -1.4392 -1.9862
C -5.9431 -2.1645 -1.5981
C -6.9631 -2.3506 -2.5182
C -6.8613 -1.8076 -3.7936
C -5.7420 -1.0762 -4.1650
C -4.7174 -0.8803 -3.2501
C -2.6829 -2.6901 -0.8693
C -2.2595 -3.1848 -2.0323
C -1.1085 -4.1349 -2.0497
C -0.7656 -4.8300 -0.6983
C -1.4944 -4.3028 0.4948
C -2.3203 -3.2635 0.4213
H -6.0090 -2.5583 -0.5915
H -7.8431 -2.9151 -2.2406
H -7.6696 -1.9433 -4.5003
H -5.6772 -0.6443 -5.1549
H -3.8415 -0.2928 -3.5053
H -2.6517 -2.8130 -2.9714
H -1.1697 -4.8337 -2.8834
H -0.8170 -5.9204 -0.7242
H -1.2833 -4.7816 1.4451
H -2.8120 -2.8550 1.2957
```

Atomic partial charges in e from the Löwdin method, atoms 1 to 8:
1 Pt 0.7280
2 C -0.0941
3 N -0.3593
4 P 0.9418
5 C -0.3675
6 C -0.2104
7 C -0.0438
8 C -0.0714



(6)
Density functional theory data (the ωB97M-V functional and the def2-TZVPD basis) for the ion C3H8N3 with charge +1.

The total charge is +1. The multiplicity is 3. As for the maximum force: 9.4 eV Å⁻¹. The orbital gap (spin up / spin down) is 8.30 / 7.96 eV. As for the energy above the lowest of the compared OMol25 structures with the same formula, charge and spin: 29.0 kcal/mol. The expectation value of S² is 2.01. The calculation puts the HOMO energy (spin up / spin down) at -11.25 / -15.58 eV. The total energy is -282.92577 hartree.

XYZ file:
```
14
C3H8N3 the ωB97M-V functional and the def2-TZVPD basis
C -1.4138 0.4937 0.8808
C -0.3659 -0.6229 0.6982
C 1.8187 -0.7891 -1.0653
N 0.0783 1.0755 -0.7483
N -0.9276 1.4809 -0.0852
N 0.4178 -0.0727 -0.3938
H -2.4274 0.1794 0.6141
H -1.4426 0.9164 1.8851
H 0.2700 -0.7665 1.5743
H -0.7945 -1.5840 0.4129
H 1.9690 -0.2456 -1.9859
H 1.5567 -1.8262 -1.2008
H 2.5958 -0.6299 -0.3295
H -1.3343 2.3911 -0.2565
```

Atomic partial charges in e from the Löwdin method, atoms 1 to 8:
1 C -0.0665
2 C -0.0754
3 C 0.1603
4 N -0.0409
5 N 0.0944
6 N -0.0750
7 H 0.1426
8 H 0.1398



Copy entry 6 word for word.
Density functional theory data (the ωB97M-V functional and the def2-TZVPD basis) for the ion C3H8N3 with charge +1.

The total charge is +1. The multiplicity is 3. As for the maximum force: 9.4 eV Å⁻¹. The orbital gap (spin up / spin down) is 8.30 / 7.96 eV. As for the energy above the lowest of the compared OMol25 structures with the same formula, charge and spin: 29.0 kcal/mol. The expectation value of S² is 2.01. The calculation puts the HOMO energy (spin up / spin down) at -11.25 / -15.58 eV. The total energy is -282.92577 hartree.

XYZ file:
```
14
C3H8N3 the ωB97M-V functional and the def2-TZVPD basis
C -1.4138 0.4937 0.8808
C -0.3659 -0.6229 0.6982
C 1.8187 -0.7891 -1.0653
N 0.0783 1.0755 -0.7483
N -0.9276 1.4809 -0.0852
N 0.4178 -0.0727 -0.3938
H -2.4274 0.1794 0.6141
H -1.4426 0.9164 1.8851
H 0.2700 -0.7665 1.5743
H -0.7945 -1.5840 0.4129
H 1.9690 -0.2456 -1.9859
H 1.5567 -1.8262 -1.2008
H 2.5958 -0.6299 -0.3295
H -1.3343 2.3911 -0.2565
```

Atomic partial charges in e from the Löwdin method, atoms 1 to 8:
1 C -0.0665
2 C -0.0754
3 C 0.1603
4 N -0.0409
5 N 0.0944
6 N -0.0750
7 H 0.1426
8 H 0.1398



- What is the formula in the sixth record?
  C3H8N3